C12H33AsN2O4PtS2Si3 | ωB97M-V with the def2-TZVPD basis set

- total energy (Eh) = -4907.59639
- total charge = 0
- frontier orbital gap (eV) = 7.47
- molar mass (g mol⁻¹) = 687.80
- 2S+1 = 1
- HOMO energy (eV) = -8.356

Last column: natural (NBO) charge in e.
Geometry (Å):
Pt (0.677, 1.037, -1.306)  0.460
O (0.546, 1.561, 1.650)  -1.103
S (1.146, 2.723, 0.986)  2.592
O (0.893, 3.978, 1.644)  -0.975
O (0.371, 2.771, -0.401)  -0.988
O (2.564, 2.450, 0.693)  -1.072
C (2.122, -1.080, 1.614)  -1.155
Si (0.299, -1.152, 1.952)  1.548
C (-0.205, -0.467, 3.605)  -1.139
C (-0.364, -2.898, 1.897)  -1.152
As (-0.784, -0.026, 0.144)  -0.111
Si (-2.619, 1.380, 0.751)  1.520
C (-3.772, 0.166, 1.581)  -1.142
C (-3.294, 2.022, -0.857)  -1.141
C (-2.211, 2.731, 1.940)  -1.140
Si (-1.641, -1.655, -1.438)  1.408
C (-0.412, -3.071, -1.665)  -1.132
C (-1.974, -0.797, -3.077)  -1.127
C (-3.254, -2.479, -0.932)  -1.130
H (2.668, -1.594, 2.409)  0.245
H (2.421, -0.030, 1.612)  0.266
H (2.369, -1.555, 0.661)  0.242
H (0.365, -1.004, 4.368)  0.241
H (-1.263, -0.650, 3.804)  0.233
H (0.003, 0.598, 3.681)  0.282
H (0.005, -3.478, 2.748)  0.246
H (-0.103, -3.444, 0.990)  0.241
H (-1.455, -2.866, 1.977)  0.235
H (-3.930, -0.751, 1.017)  0.238
H (-4.747, 0.636, 1.739)  0.247
H (-3.376, -0.100, 2.565)  0.241
H (-3.675, 1.218, -1.489)  0.233
H (-2.518, 2.560, -1.404)  0.263
H (-4.114, 2.718, -0.662)  0.247
H (-1.844, 2.320, 2.880)  0.253
H (-3.147, 3.266, 2.134)  0.234
H (-1.465, 3.434, 1.577)  0.290
H (0.626, -2.867, -1.404)  0.250
H (-0.428, -3.395, -2.709)  0.243
H (-0.771, -3.907, -1.059)  0.236
H (-1.226, -0.067, -3.385)  0.254
H (-2.943, -0.295, -3.022)  0.236
H (-2.044, -1.561, -3.857)  0.238
H (-3.168, -2.960, 0.049)  0.238
H (-3.532, -3.245, -1.657)  0.245
H (-4.064, -1.750, -0.887)  0.235
S (1.907, -0.552, -2.470)  -0.223
C (3.380, 0.306, -2.041)  0.366
N (4.180, 0.848, -2.952)  -0.566
C (5.413, 1.347, -2.335)  -0.230
C (4.977, 1.438, -0.863)  -0.236
N (3.879, 0.463, -0.823)  -0.576
H (4.024, 0.706, -3.936)  0.429
H (5.708, 2.306, -2.752)  0.223
H (6.221, 0.628, -2.477)  0.198
H (4.576, 2.417, -0.591)  0.249
H (5.769, 1.157, -0.175)  0.219
H (3.232, 0.507, -0.041)  0.474

C12H33BeN3O3 | ωB97M-V with the def2-TZVPD basis set

- total energy (Eh) = -881.21229
- total charge = +2
- frontier orbital gap (eV) = 10.71
- molar mass (g mol⁻¹) = 276.43
- 2S+1 = 1
- HOMO energy (eV) = -16.292

Last column: natural (NBO) charge in e.
Geometry (Å):
Be (-0.359, 0.567, -0.631)  1.679
C (0.708, 2.289, -3.013)  -0.629
C (-0.560, 2.395, -2.286)  -0.093
C (-1.692, 1.401, -2.581)  -0.070
O (-1.260, 0.149, -1.975)  -0.676
C (-2.022, -1.006, -2.165)  -0.272
N (-0.364, 2.210, -0.860)  -1.010
H (1.257, 1.463, -2.613)  0.198
H (1.316, 3.179, -2.944)  0.252
H (0.559, 2.105, -4.078)  0.256
H (-0.931, 3.419, -2.573)  0.240
H (-1.831, 1.341, -3.650)  0.237
H (-2.617, 1.583, -2.071)  0.199
H (-2.981, -0.895, -1.695)  0.192
H (-1.597, -1.977, -1.939)  0.231
H (-2.186, -1.029, -3.242)  0.217
H (0.311, 2.914, -0.398)  0.439
H (-1.247, 2.744, -0.595)  0.429
C (-1.571, 1.915, 2.260)  -0.596
C (-0.904, 0.616, 1.818)  -0.083
C (-1.318, -0.543, 2.718)  -0.081
O (-1.038, -1.706, 2.100)  -0.563
C (-1.408, -2.866, 2.863)  -0.267
N (-1.467, 0.166, 0.551)  -1.044
H (-1.152, 2.696, 1.753)  0.201
H (-1.396, 2.004, 3.264)  0.245
H (-2.662, 1.865, 2.081)  0.212
H (0.159, 0.712, 1.893)  0.208
H (-2.371, -0.555, 2.937)  0.174
H (-0.784, -0.470, 3.578)  0.195
H (-1.058, -2.805, 3.874)  0.203
H (-1.022, -3.829, 2.364)  0.222
H (-2.502, -2.941, 2.917)  0.195
H (-1.714, -0.835, 0.861)  0.451
H (-2.443, 0.449, 0.710)  0.414
C (0.836, -2.574, 0.105)  -0.613
C (1.514, -1.209, 0.224)  -0.095
C (2.970, -1.390, -0.098)  -0.078
O (3.479, -0.127, -0.473)  -0.539
C (4.139, 0.544, 0.555)  -0.273
N (1.054, -0.282, -0.789)  -1.051
H (1.144, -3.115, -0.775)  0.220
H (-0.235, -2.332, -0.074)  0.202
H (0.972, -3.206, 0.976)  0.251
H (1.437, -0.863, 1.213)  0.208
H (3.134, -1.959, -0.952)  0.197
H (3.470, -1.841, 0.714)  0.212
H (3.600, 0.817, 1.436)  0.165
H (4.567, 1.476, 0.210)  0.216
H (4.936, -0.106, 0.917)  0.199
H (1.224, -0.922, -1.621)  0.424
H (1.919, 0.359, -0.777)  0.449

C12H33ClCoNO8 | ωB97M-V with the def2-TZVPD basis set

- total energy (Eh) = -2975.88774
- total charge = +1
- frontier orbital gap (spin up / spin down) (eV) = 6.58 / 4.94
- molar mass (g mol⁻¹) = 413.78
- 2S+1 = 4
- HOMO energy (spin up / spin down) (eV) = -9.886 / -9.871

Last column: Mulliken spin population.
Geometry (Å):
Co (-1.118, 16.648, 15.499)  2.783
Cl (-2.375, 15.291, 15.628)  0.081
C (-3.199, 12.478, 17.272)  -0.003
C (-4.517, 12.608, 16.420)  0.001
O (-4.524, 11.913, 15.239)  0.001
O (-2.094, 13.018, 16.534)  0.016
H (-3.129, 11.397, 17.390)  0.001
H (-3.344, 12.952, 18.243)  0.000
H (-4.849, 13.632, 16.250)  -0.005
H (-5.333, 12.186, 17.007)  0.000
H (-3.917, 12.334, 14.625)  0.000
H (-2.240, 13.916, 16.228)  -0.004
C (-5.237, 15.475, 14.426)  -0.003
C (-4.829, 17.004, 14.552)  0.008
O (-5.504, 17.588, 13.454)  0.000
O (-4.753, 14.977, 15.632)  0.032
H (-4.708, 14.977, 13.613)  -0.002
H (-6.302, 15.288, 14.290)  0.001
H (-3.749, 17.092, 14.434)  -0.007
H (-5.199, 17.524, 15.436)  0.000
H (-6.405, 17.789, 13.717)  0.000
H (-3.798, 14.897, 15.575)  -0.005
C (-2.262, 13.544, 12.387)  0.000
C (-3.601, 13.501, 13.108)  -0.003
O (-3.241, 13.390, 14.449)  0.006
O (-1.506, 12.352, 12.607)  0.000
H (-1.699, 14.458, 12.578)  0.000
H (-2.506, 13.606, 11.327)  0.000
H (-4.070, 12.573, 12.781)  0.000
H (-4.272, 14.360, 13.084)  0.007
H (-2.813, 14.214, 14.693)  -0.005
H (-1.211, 12.350, 13.520)  0.000
C (-1.780, 16.138, 18.682)  -0.004
O (-1.039, 16.679, 17.596)  0.014
C (0.202, 17.328, 17.936)  0.000
C (0.599, 18.280, 16.773)  0.009
N (0.487, 17.503, 15.510)  0.026
C (0.514, 18.428, 14.338)  0.010
C (0.023, 17.637, 13.078)  0.005
O (-1.002, 16.753, 13.480)  0.007
C (-1.868, 16.349, 12.408)  -0.007
H (-1.112, 15.633, 19.379)  0.001
H (-2.578, 15.478, 18.341)  0.006
H (-2.308, 16.957, 19.172)  0.002
H (0.880, 16.487, 18.084)  -0.002
H (0.239, 17.861, 18.885)  0.000
H (1.574, 18.714, 16.996)  0.004
H (0.003, 19.186, 16.881)  -0.004
H (1.283, 16.889, 15.414)  0.022
H (1.560, 18.697, 14.193)  0.002
H (0.052, 19.405, 14.481)  -0.006
H (0.908, 17.095, 12.746)  0.000
H (-0.186, 18.466, 12.402)  0.002
H (-1.306, 15.930, 11.574)  0.002
H (-2.439, 17.194, 12.022)  0.003
H (-2.627, 15.656, 12.772)  0.008

C12H33ClN3O3Ti | ωB97M-V with the def2-TZVPD basis set

- total energy (Eh) = -2176.58610
- total charge = 0
- frontier orbital gap (spin up / spin down) (eV) = 4.13 / 8.34
- molar mass (g mol⁻¹) = 350.73
- 2S+1 = 4
- HOMO energy (spin up / spin down) (eV) = -3.821 / -8.125

Last column: Mulliken spin population.
Geometry (Å):
Ti (-0.148, 0.754, -0.664)  2.853
Cl (-2.541, 1.802, -1.004)  0.006
C (2.425, 2.452, -3.622)  -0.003
C (1.701, 1.141, -3.536)  -0.044
C (2.406, 0.125, -2.658)  0.022
O (2.295, 0.504, -1.297)  -0.052
C (3.491, 0.441, -0.545)  0.017
N (0.297, 1.374, -3.042)  0.052
H (2.675, 2.835, -2.629)  0.004
H (1.893, 3.212, -4.190)  0.003
H (3.401, 2.312, -4.102)  0.001
H (1.623, 0.711, -4.545)  0.010
H (3.455, 0.098, -2.968)  0.002
H (1.970, -0.871, -2.803)  -0.010
H (3.252, 0.096, 0.461)  0.019
H (3.935, 1.439, -0.469)  -0.008
H (4.235, -0.236, -0.970)  -0.002
H (-0.239, 0.544, -3.320)  0.011
H (-0.111, 2.030, -3.707)  0.009
C (-1.262, -2.879, 0.428)  -0.077
C (-1.509, -2.586, -1.032)  -0.015
C (-2.826, -1.886, -1.271)  0.009
O (-3.857, -2.773, -0.847)  -0.003
C (-5.097, -2.102, -0.695)  0.000
N (-0.444, -1.657, -1.513)  -0.046
H (-1.274, -1.934, 0.975)  0.069
H (-0.294, -3.366, 0.567)  0.001
H (-2.037, -3.515, 0.852)  0.000
H (-1.482, -3.483, -1.659)  0.019
H (-2.989, -1.685, -2.339)  -0.005
H (-2.902, -0.938, -0.725)  0.032
H (-5.084, -1.438, 0.173)  0.001
H (-5.854, -2.874, -0.576)  0.000
H (-5.349, -1.514, -1.586)  0.000
H (-0.542, -1.590, -2.527)  0.020
H (0.465, -2.098, -1.399)  0.005
C (0.837, -0.429, 2.402)  0.043
C (-0.307, 0.549, 2.567)  0.013
C (-0.341, 1.133, 3.961)  0.027
O (0.762, 2.020, 4.103)  0.000
C (1.335, 2.009, 5.387)  0.004
N (-0.236, 1.630, 1.541)  -0.067
H (0.758, -1.267, 3.098)  0.002
H (1.780, 0.093, 2.591)  -0.007
H (0.861, -0.823, 1.381)  0.058
H (-1.267, 0.059, 2.371)  -0.005
H (-0.348, 0.359, 4.732)  -0.001
H (-1.251, 1.738, 4.072)  -0.003
H (1.586, 0.994, 5.717)  0.000
H (0.671, 2.482, 6.120)  0.000
H (2.269, 2.570, 5.360)  0.000
H (-1.147, 2.083, 1.452)  0.011
H (0.362, 2.356, 1.930)  0.026

C12H33Cr2FN3O3 | ωB97M-V with the def2-TZVPD basis set

- total energy (Eh) = -3054.80777
- total charge = +3
- frontier orbital gap (spin up / spin down) (eV) = 5.68 / 6.27
- molar mass (g mol⁻¹) = 390.40
- 2S+1 = 9
- HOMO energy (spin up / spin down) (eV) = -16.751 / -16.751

Last column: Mulliken spin population.
Geometry (Å):
Cr (-30.552, 15.974, 8.757)  4.109
Cr (-31.946, 17.033, 12.526)  4.091
F (-31.105, 16.281, 10.743)  -0.064
C (-35.195, 19.618, 11.194)  -0.001
C (-34.018, 19.006, 11.943)  -0.037
C (-34.237, 18.884, 13.430)  0.004
O (-33.021, 18.266, 13.947)  -0.031
C (-32.873, 18.441, 15.367)  0.001
N (-33.725, 17.646, 11.375)  -0.043
H (-36.138, 19.080, 11.340)  0.001
H (-35.021, 19.578, 10.115)  -0.001
H (-35.401, 20.652, 11.470)  0.000
H (-33.166, 19.644, 11.689)  0.015
H (-35.066, 18.231, 13.720)  0.001
H (-34.395, 19.854, 13.898)  -0.001
H (-31.828, 18.348, 15.669)  -0.001
H (-33.398, 17.662, 15.925)  0.002
H (-33.192, 19.417, 15.729)  0.001
H (-33.609, 17.806, 10.376)  0.007
H (-34.611, 17.131, 11.416)  0.012
C (-32.701, 12.654, 7.014)  -0.002
C (-31.578, 13.591, 7.427)  -0.032
C (-31.092, 14.491, 6.287)  -0.015
O (-30.055, 15.367, 6.712)  -0.031
C (-29.448, 16.107, 5.605)  0.001
N (-32.074, 14.476, 8.555)  -0.056
H (-32.415, 11.983, 6.204)  0.000
H (-33.651, 13.153, 6.836)  0.000
H (-32.830, 11.971, 7.861)  -0.001
H (-30.696, 13.060, 7.794)  0.013
H (-31.986, 15.073, 6.008)  0.012
H (-30.847, 13.891, 5.411)  0.005
H (-30.234, 16.484, 4.952)  0.000
H (-28.850, 15.373, 5.068)  -0.002
H (-28.822, 16.929, 5.936)  0.003
H (-32.246, 13.877, 9.362)  0.013
H (-33.002, 14.797, 8.272)  0.014
C (-28.113, 12.317, 12.841)  0.001
C (-28.958, 13.585, 12.771)  0.002
C (-28.252, 14.840, 12.356)  0.007
O (-27.416, 15.226, 13.426)  0.000
C (-26.416, 16.151, 13.023)  0.000
N (-30.063, 13.313, 11.801)  0.003
H (-27.719, 12.094, 11.848)  0.000
H (-28.698, 11.497, 13.252)  0.000
H (-27.243, 12.429, 13.488)  0.000
H (-29.492, 13.726, 13.716)  0.001
H (-28.969, 15.676, 12.181)  -0.002
H (-27.733, 14.791, 11.389)  -0.005
H (-26.855, 17.132, 12.816)  0.000
H (-25.844, 15.804, 12.159)  0.000
H (-25.718, 16.260, 13.849)  0.000
H (-30.305, 12.327, 11.751)  0.000
H (-30.956, 13.694, 12.109)  0.003

C12H33F2LiN4O7S2 | ωB97M-V with the def2-TZVPD basis set

- total energy (Eh) = -2226.25502
- total charge = 0
- frontier orbital gap (eV) = 9.31
- molar mass (g mol⁻¹) = 454.49
- 2S+1 = 1
- HOMO energy (eV) = -9.878

Last column: natural (NBO) charge in e.
Geometry (Å):
Li (-19.905, -2.673, 7.003)  0.850
N (-20.045, -4.431, 7.726)  -1.129
S (-20.923, -5.308, 8.658)  2.341
O (-20.388, -6.089, 9.745)  -0.842
O (-22.196, -5.794, 8.124)  -0.892
F (-21.554, -4.065, 9.452)  -0.536
S (-19.422, -5.958, 7.193)  2.256
O (-20.268, -6.707, 6.225)  -0.833
O (-18.485, -6.688, 8.095)  -0.816
F (-18.405, -5.301, 6.155)  -0.499
C (-18.043, 0.052, 5.602)  -0.616
C (-17.258, -1.245, 5.559)  -0.064
C (-15.720, -1.223, 5.600)  -0.065
O (-15.139, -0.553, 4.451)  -0.564
C (-13.750, -0.771, 4.189)  -0.242
N (-17.719, -2.071, 6.725)  -0.890
H (-18.065, 0.449, 6.617)  0.197
H (-19.058, -0.144, 5.255)  0.210
H (-17.618, 0.836, 4.976)  0.236
H (-17.617, -1.779, 4.679)  0.189
H (-15.240, -2.197, 5.695)  0.178
H (-15.469, -0.635, 6.483)  0.161
H (-13.570, -0.153, 3.309)  0.200
H (-13.547, -1.825, 4.000)  0.168
H (-13.197, -0.434, 5.066)  0.167
H (-17.120, -2.765, 7.147)  0.385
H (-17.920, -1.402, 7.455)  0.376
C (-23.251, -2.489, 4.325)  -0.631
C (-22.093, -1.874, 5.171)  -0.080
C (-22.718, -1.594, 6.551)  -0.079
O (-21.739, -1.020, 7.406)  -0.575
C (-21.527, 0.374, 7.412)  -0.258
N (-21.028, -2.895, 5.118)  -0.868
H (-22.906, -2.663, 3.306)  0.212
H (-24.144, -1.867, 4.264)  0.212
H (-23.607, -3.426, 4.755)  0.218
H (-21.752, -0.907, 4.802)  0.195
H (-23.038, -2.540, 6.987)  0.207
H (-23.639, -1.011, 6.537)  0.193
H (-21.347, 0.776, 6.415)  0.170
H (-20.749, 0.694, 8.105)  0.202
H (-22.364, 0.959, 7.792)  0.177
H (-21.424, -3.811, 5.273)  0.387
H (-20.763, -2.834, 4.146)  0.377
C (-18.993, 0.056, 10.312)  -0.624
C (-18.574, -1.372, 10.050)  -0.066
C (-18.519, -2.289, 11.338)  -0.071
O (-17.438, -1.939, 12.232)  -0.543
C (-17.382, -2.947, 13.216)  -0.257
N (-19.454, -1.851, 9.024)  -0.893
H (-20.009, 0.101, 10.703)  0.203
H (-18.841, 0.715, 9.457)  0.207
H (-18.408, 0.436, 11.151)  0.233
H (-17.514, -1.350, 9.795)  0.182
H (-18.309, -3.300, 10.989)  0.172
H (-19.458, -2.367, 11.887)  0.171
H (-16.449, -3.067, 13.766)  0.198
H (-17.480, -3.946, 12.790)  0.168
H (-18.250, -2.829, 13.866)  0.168
H (-20.343, -1.381, 9.127)  0.385
H (-19.635, -2.843, 9.080)  0.384